(1)
An isolated molecule of C13H17N3 in a non-equilibrium geometry. Source: OMol25; level of theory: ωB97M-V with the def2-TZVPD basis set.

Each line ends with the Löwdin charge.
Element x y z (Å)
C1 -3.275 5.534 0.348  -0.121
C2 -2.909 4.242 -0.565  -0.252
C3 -1.881 3.329 0.064  -0.263
C4 -2.403 2.337 1.099  -0.235
C5 -1.344 1.265 1.514  -0.204
N1 -1.387 0.332 0.378  -0.012
C6 -0.366 -0.534 0.236  -0.258
C7 0.735 -0.560 1.339  0.028
C8 1.986 -1.208 1.200  -0.018
C9 2.054 -2.194 0.217  -0.321
N2 3.014 -3.073 0.368  0.102
C10 3.175 -3.906 -0.664  -0.089
C11 2.564 -3.623 -2.043  -0.043
N3 1.555 -2.658 -2.113  0.090
C12 1.236 -2.022 -0.929  -0.245
C13 0.084 -1.188 -0.912  -0.007
H1 -3.883 6.369 -0.368  0.111
H2 -3.980 5.512 1.367  0.107
H3 -2.371 6.039 0.606  0.017
H4 -3.781 3.767 -0.878  0.075
H5 -2.570 4.718 -1.421  0.069
H6 -1.612 2.663 -0.820  0.129
H7 -1.016 3.717 0.694  0.131
H8 -3.344 1.918 0.468  0.131
H9 -2.950 2.815 2.154  0.172
H10 -1.450 0.844 2.403  0.062
H11 -0.438 1.887 1.613  0.118
H12 -2.192 0.107 -0.396  0.223
H13 0.811 0.172 2.154  0.084
H14 2.786 -1.325 1.910  0.110
H15 3.625 -4.894 -0.546  0.088
H16 2.822 -4.063 -3.007  0.085
H17 -0.669 -1.268 -1.792  0.137

Summary:
* ΔE to the lowest compared entry with this formula, charge and spin: 5.366 eV
* E: -669.6466 Ha



(2)
A structure of composition C5H10EuO3 in a non-equilibrium geometry. Source: OMol25; level of theory: ωB97M-V with the def2-TZVPD basis set.

Each line ends with the Löwdin charge.
Element x y z (Å)
C1 -0.576 1.646 -0.421  -0.360
O1 -1.824 0.893 -0.400  -0.285
C2 -2.029 0.014 0.669  -0.252
C3 -1.858 -1.437 0.264  -0.189
O2 -0.499 -1.710 -0.086  -0.410
C4 -0.233 -3.087 -0.311  -0.091
H1 -0.671 2.325 -1.285  0.029
H2 -0.491 2.146 0.565  0.034
H3 -3.064 0.129 1.026  0.129
H4 -1.345 0.228 1.511  0.129
H5 -2.507 -1.682 -0.591  0.136
H6 -2.136 -2.082 1.112  0.130
H7 0.826 -3.183 -0.574  0.082
H8 -0.437 -3.661 0.604  0.099
H9 -0.865 -3.465 -1.127  0.099
Eu1 0.960 -0.092 -0.835  1.407
O3 2.415 0.651 0.789  -0.367
C5 2.254 1.671 0.006  -0.324
H10 2.872 2.566 0.260  0.003

Summary:
* multiplicity: 8
* <S²>: 15.76
* ΔE to the lowest compared entry with this formula, charge and spin: 0.466 eV
* E: -1132.3583 Ha



(3)
A structure of composition C32H22BrF4IN2O2PPd. Source: OMol25; level of theory: ωB97M-V with the def2-TZVPD basis set.

Each line ends with the Löwdin charge.
Element x y z (Å)
Pd1 0.033 -0.380 -0.864  0.584
C1 1.051 -1.608 3.517  -0.009
C2 -0.319 -1.891 2.985  -0.252
N1 -1.243 -2.311 3.811  0.133
C3 -2.451 -2.671 3.337  -0.086
C4 -2.761 -2.694 2.004  -0.152
C5 -4.108 -3.195 1.551  -0.202
O1 -4.025 -4.387 0.774  -0.058
C6 -1.785 -2.229 1.085  -0.072
C7 -2.017 -2.413 -0.331  -0.023
N2 -1.357 -1.857 -1.283  -0.074
C8 -1.658 -2.203 -2.631  -0.390
C9 -2.957 -2.078 -3.114  -0.022
C10 -3.243 -2.379 -4.435  -0.056
C11 -2.232 -2.802 -5.285  -0.063
C12 -0.934 -2.928 -4.813  -0.141
C13 -0.645 -2.628 -3.489  -0.686
I1 1.307 -2.902 -2.798  0.962
C14 -0.566 -1.749 1.581  -0.264
O2 0.418 -1.246 0.866  -0.219
H1 1.039 -1.693 4.600  0.087
H2 1.405 -0.622 3.221  0.051
H3 1.766 -2.327 3.109  0.094
H4 -3.182 -2.975 4.078  0.118
H5 -4.601 -2.463 0.909  0.127
H6 -4.749 -3.341 2.424  0.123
H7 -3.700 -5.099 1.335  0.103
H8 -2.779 -3.145 -0.594  0.138
H9 -3.735 -1.725 -2.448  0.123
H10 -4.256 -2.277 -4.799  0.115
H11 -2.449 -3.036 -6.318  0.115
H12 -0.146 -3.270 -5.470  0.099
F1 1.466 5.413 -4.460  0.173
C15 1.417 4.522 -3.490  -0.121
C16 1.974 4.804 -2.254  -0.123
F2 2.554 5.971 -2.041  0.165
C17 1.911 3.856 -1.245  -0.193
F3 2.427 4.181 -0.064  0.126
C18 1.316 2.616 -1.429  -0.278
P1 1.221 1.372 -0.090  1.018
C19 0.228 2.162 1.189  -0.339
C20 0.503 1.980 2.539  -0.082
C21 -0.363 2.492 3.495  -0.048
C22 -1.499 3.183 3.105  -0.055
C23 -1.775 3.369 1.756  -0.060
C24 -0.918 2.857 0.798  -0.084
C25 2.863 0.989 0.521  -0.341
C26 3.563 1.807 1.411  -0.086
C27 4.819 1.424 1.848  -0.053
C28 5.379 0.231 1.407  -0.052
C29 4.681 -0.590 0.535  -0.055
C30 3.421 -0.217 0.096  -0.089
C31 0.747 2.374 -2.674  -0.519
Br1 -0.188 0.763 -3.051  0.995
C32 0.793 3.300 -3.696  -0.252
F4 0.239 3.045 -4.875  0.107
H13 1.393 1.449 2.849  0.088
H14 -0.145 2.349 4.545  0.116
H15 -2.171 3.582 3.853  0.114
H16 -2.659 3.913 1.452  0.113
H17 -1.143 3.000 -0.253  0.108
H18 3.129 2.728 1.771  0.104
H19 5.362 2.056 2.538  0.115
H20 6.361 -0.062 1.754  0.115
H21 5.112 -1.525 0.204  0.113
H22 2.860 -0.868 -0.564  0.060

Summary:
* ΔE to the lowest compared entry with this formula, charge and spin: 0.188 eV
* charge: +1
* E: -5232.8225 Ha



(4)
A structure of composition C26H36BrN5O2PPt. Source: OMol25; level of theory: ωB97M-V with the def2-TZVPD basis set.

Each line ends with the Löwdin charge.
Element x y z (Å)
Pt1 0.520 -0.064 1.282  0.974
O1 -1.561 -2.811 3.263  0.048
C1 -2.557 -2.140 3.904  -0.261
C2 -3.350 -2.852 4.792  -0.006
C3 -4.369 -2.210 5.476  -0.073
C4 -4.607 -0.855 5.285  -0.087
C5 -3.813 -0.151 4.393  -0.037
C6 -2.791 -0.777 3.690  -0.120
C7 -1.952 -0.002 2.706  -0.439
O2 -0.599 -0.170 2.930  -0.391
N1 -2.250 -0.522 1.356  -0.003
N2 -1.501 0.162 0.367  -0.079
C8 -2.201 0.628 -0.594  -0.165
C9 -1.821 1.268 -1.849  -0.602
Br1 -0.242 0.741 -2.735  0.914
C10 -2.704 2.100 -2.416  -0.078
C11 -2.635 2.875 -3.657  -0.238
C12 -1.475 3.510 -4.101  -0.067
C13 -1.490 4.247 -5.274  -0.067
C14 -2.656 4.352 -6.020  -0.068
C15 -3.819 3.738 -5.577  -0.066
C16 -3.812 3.021 -4.394  -0.032
H1 -1.080 -2.167 2.725  0.052
H2 -3.152 -3.906 4.937  0.121
H3 -4.979 -2.773 6.170  0.108
H4 -5.397 -0.354 5.826  0.103
H5 -3.981 0.909 4.239  0.113
H6 -2.230 1.064 2.764  0.143
H7 -3.251 -0.462 1.164  0.130
H8 -3.286 0.560 -0.482  0.136
H9 -3.643 2.204 -1.875  0.128
H10 -0.568 3.454 -3.517  0.085
H11 -0.590 4.748 -5.603  0.109
H12 -2.661 4.925 -6.938  0.110
H13 -4.734 3.830 -6.147  0.110
H14 -4.725 2.557 -4.039  0.117
C17 2.185 0.433 4.138  -0.226
P1 2.182 -0.593 2.655  0.680
C18 2.004 -2.290 3.249  -0.218
C19 3.870 -0.520 2.008  -0.227
H15 2.974 0.106 4.816  0.061
H16 1.211 0.348 4.616  0.048
H17 2.345 1.476 3.865  0.055
H18 2.786 -2.508 3.978  0.062
H19 2.088 -2.981 2.410  0.052
H20 1.027 -2.415 3.716  0.043
H21 4.568 -0.830 2.786  0.062
H22 4.116 0.496 1.702  0.041
H23 3.968 -1.187 1.152  0.049
C20 2.769 -3.096 -2.709  -0.151
C21 1.481 -3.097 -1.916  -0.167
N3 1.574 -2.067 -0.889  0.072
C22 2.108 -0.840 -1.130  -0.456
N4 1.850 0.125 -0.279  -0.190
C23 2.419 1.455 -0.466  -0.248
C24 3.700 1.417 -1.277  -0.146
C25 3.456 0.621 -2.540  -0.153
N5 2.923 -0.693 -2.203  -0.037
C26 3.006 -1.704 -3.257  -0.141
H24 2.714 -3.809 -3.531  0.125
H25 3.598 -3.387 -2.062  0.125
H26 1.328 -4.054 -1.419  0.126
H27 0.625 -2.917 -2.576  0.123
H28 0.853 -2.046 -0.180  0.092
H29 2.597 1.887 0.519  0.097
H30 1.682 2.099 -0.958  0.090
H31 4.504 0.949 -0.704  0.114
H32 4.016 2.429 -1.528  0.126
H33 4.384 0.465 -3.090  0.129
H34 2.767 1.154 -3.206  0.112
H35 4.001 -1.630 -3.698  0.128
H36 2.280 -1.475 -4.047  0.130

Summary:
* ΔE to the lowest compared entry with this formula, charge and spin: 0.000 eV
* charge: +1
* E: -4471.1406 Ha



(5)
A structure of composition C11H19Cl2CuO5 in a non-equilibrium geometry. Source: OMol25; level of theory: ωB97M-V with the def2-TZVPD basis set.

Each line ends with the Löwdin charge.
Element x y z (Å)
Cu1 12.275 19.026 -23.201  0.704
C1 14.568 19.400 -26.702  -0.050
C2 13.096 19.722 -26.553  -0.317
O1 12.626 19.686 -25.267  -0.020
H1 14.900 18.505 -26.182  0.089
H2 15.143 20.222 -26.261  0.066
H3 14.878 19.393 -27.746  0.093
H4 12.522 19.056 -27.227  0.135
H5 12.828 20.730 -26.917  0.133
O2 10.820 18.451 -31.131  0.139
C3 10.465 18.148 -30.035  -0.496
O3 10.447 16.870 -29.604  0.033
C4 9.971 16.755 -28.254  -0.134
C5 9.684 18.176 -27.745  -0.132
C6 10.054 19.103 -28.932  -0.067
H6 10.773 16.276 -27.695  0.120
H7 9.073 16.142 -28.265  0.127
H8 10.394 18.476 -26.975  0.075
H9 8.662 18.373 -27.438  0.114
H10 10.940 19.677 -28.658  0.096
H11 9.332 19.813 -29.325  0.129
O4 13.384 20.872 -22.633  0.052
C7 14.155 21.807 -22.699  -0.459
O5 13.762 23.015 -22.350  0.073
C8 14.835 23.975 -22.492  -0.101
C9 15.894 23.300 -23.377  -0.119
C10 15.560 21.811 -23.255  -0.051
H12 15.225 24.194 -21.500  0.134
H13 14.436 24.879 -22.940  0.131
H14 16.891 23.527 -23.013  0.121
H15 15.803 23.641 -24.407  0.120
H16 16.295 21.263 -22.667  0.139
H17 15.455 21.217 -24.167  0.109
C11 10.905 23.183 -26.365  -1.041
Cl1 10.244 23.486 -27.975  0.526
Cl2 11.055 24.692 -25.438  0.512
H18 10.234 22.532 -25.820  0.022
H19 11.897 22.770 -26.491  -0.007

Summary:
* multiplicity: 2
* <S²>: 0.76
* charge: +1
* E: -3367.2612 Ha